1.
Entry from OMol25: a cluster of 14 separate species, C5H38NO14 in total in a non-equilibrium geometry (ωB97M-V with the def2-TZVPD basis set).

<S²>: 0.75
LUMO (spin up / spin down): -5.2031 / -11.5974 eV
multiplicity: 2
frontier orbital gap (spin up / spin down): 11.210 / 4.816 eV
energy relative to the best compared isomer or geometry (same formula, charge and spin): 0.0 kcal per mole
net charge: +2
F_max: 0.039 hartree/bohr

XYZ file:
```
58
Properties=species:S:1:pos:R:3:forces:R:3
C 0.3549 -0.5923 2.7943 0.352 0.590 1.870
O -0.2725 0.5457 3.2591 0.321 -0.599 -0.846
C 0.2202 -0.7175 1.2206 -0.597 0.255 -1.301
C -1.0992 -1.3423 0.7741 0.062 -0.032 0.211
C -1.6356 -0.7466 -0.5248 -0.018 -0.367 0.007
C -0.1828 -0.1074 -2.3339 0.250 0.282 -0.159
N -0.7336 -1.0199 -1.6490 -0.262 0.243 0.124
H 1.3989 -0.4340 3.0643 0.150 -0.296 -0.321
H -0.0914 -1.4623 3.2936 -0.096 -0.186 -0.423
H -1.3135 0.4859 3.2849 -1.309 -0.264 0.359
H 1.0752 -1.2940 0.8662 0.189 -0.073 0.480
H 0.3479 0.2795 0.7940 0.061 0.093 0.117
H -0.9572 -2.4187 0.6642 -0.118 -0.037 0.045
H -1.8851 -1.1942 1.5173 -0.034 -0.088 -0.034
H -2.5895 -1.2157 -0.7618 -0.077 -0.004 0.073
H -1.8026 0.3235 -0.4373 0.107 0.146 -0.162
H 0.4968 -0.3460 -3.1312 -0.124 -0.277 -0.225
H -0.3330 0.9377 -2.0997 -0.194 0.041 0.106
H -0.5356 -2.0253 -1.8295 -0.006 -0.058 0.006
H 2.7706 -0.0289 -1.3070 -0.012 -0.162 -0.147
H 2.8800 -1.1301 -2.3830 -0.047 0.006 0.152
O 2.2722 -0.7862 -1.6862 0.378 0.008 0.048
H -5.6995 1.0927 -0.8458 0.124 0.255 -0.199
H -4.1328 1.1451 -1.2093 -0.704 0.171 -0.116
O -4.8636 0.6235 -0.7938 0.613 -0.391 0.328
H -3.2685 0.3029 4.1734 0.231 0.193 -0.115
H -3.4101 0.1114 2.6339 -0.063 -0.077 -0.130
O -2.8254 0.5130 3.3360 0.465 -0.211 0.144
H -0.1923 1.9998 2.1823 0.091 0.668 0.332
H 0.0566 3.5683 2.2352 -0.030 -0.338 0.111
O -0.1143 2.8070 1.6610 -0.016 0.164 -0.158
H 1.9983 2.0235 -0.7530 -0.528 0.407 0.043
H 0.7533 2.4445 0.1236 0.340 0.170 -0.067
O 1.0508 2.2933 -0.7859 0.278 -0.497 -0.102
H -3.3092 2.6341 -2.7711 -0.128 -0.180 -0.169
H -2.4172 2.7005 -1.5334 -0.119 -0.139 0.052
O -2.9116 2.0625 -2.1053 0.125 0.042 0.066
H -5.1439 -1.0948 1.7370 -0.082 -0.213 0.176
H -4.5102 -0.1881 0.6774 0.018 -0.026 -0.044
O -4.2914 -0.7354 1.4774 0.140 0.409 -0.153
H 4.1372 1.1970 0.1280 0.057 0.181 -0.171
H 4.3605 1.7661 -1.3079 -0.204 -0.077 0.097
O 3.6985 1.3441 -0.7409 0.220 0.035 0.068
H 4.9329 -2.3729 -3.3621 -0.142 0.081 -0.089
H 3.8046 -3.1051 -2.6154 0.085 0.170 -0.177
O 3.9869 -2.3300 -3.1737 0.025 -0.295 0.241
H -1.2791 3.4328 0.3020 -0.284 0.050 -0.028
H -0.6734 3.7696 -1.0310 -0.070 0.111 -0.164
O -1.5349 3.7033 -0.5929 0.462 0.070 0.136
H 0.8399 -3.6658 -1.2667 -0.307 -0.320 -0.038
H -0.2603 -4.4600 -2.0374 -0.055 -0.091 -0.047
O -0.1281 -3.7022 -1.4605 0.355 0.404 0.063
H 5.8221 1.2107 1.8385 0.087 -0.049 -0.067
H 4.4438 1.4487 2.4515 0.106 0.041 -0.055
O 4.8821 1.0669 1.6821 -0.139 -0.018 0.259
H 2.4587 -2.3888 -0.8961 0.224 -0.325 -0.073
H 2.8212 -3.5556 0.0759 0.145 -0.210 0.059
O 2.5336 -3.3735 -0.8223 -0.294 0.618 0.005
```
Positions in Å, forces in eV/Å.

=====

2.
Entry from OMol25: a structure of composition C11H27ClIOP2Ti in a non-equilibrium geometry (ωB97M-V with the def2-TZVPD basis set).

LUMO (spin up / spin down): -13.0824 / -13.0828 eV
frontier orbital gap (spin up / spin down): 6.935 / 6.934 eV
net charge: +3
F_max: 0.129 hartree/bohr

XYZ file:
```
44
Properties=species:S:1:pos:R:3:forces:R:3
C -0.3889 4.6536 -3.8111 0.621 0.565 -1.211
I -0.6002 2.9794 -2.3412 -0.221 -0.043 0.382
H 0.4745 4.3951 -4.4319 -0.211 -0.151 0.321
H -0.2219 5.5969 -3.2801 -0.055 -0.623 0.550
H -1.3014 4.7116 -4.4144 -0.013 -0.560 0.501
Ti 0.1251 0.2956 -1.1789 2.298 -1.263 -0.118
P -1.7030 -1.1705 -1.9289 -1.726 -1.994 -2.118
C -3.4883 -0.8590 -1.8335 -0.627 0.845 0.699
C -1.4465 -0.9809 -3.7297 0.641 0.573 -0.138
H -0.6599 -3.3632 -1.9345 -0.223 -0.006 0.044
H -2.3462 -3.4222 -2.5355 0.154 0.451 0.171
H -2.0272 -3.2903 -0.7842 0.104 0.005 -0.195
C -1.6763 -2.9840 -1.7774 0.748 -0.326 0.810
H -0.4179 -1.2648 -3.9954 -0.380 0.082 -0.119
H -2.1663 -1.6467 -4.2368 0.240 0.224 0.283
H -4.0348 -1.4925 -2.5606 0.645 0.130 0.247
H -3.7270 0.1860 -2.0767 0.038 -0.210 0.090
H -1.6438 0.0592 -4.0244 0.077 -0.299 -0.120
H -3.8935 -1.0870 -0.8368 0.135 0.082 -0.219
C -1.6289 0.9537 0.0391 -4.914 3.021 3.224
O -2.5371 1.4239 0.6084 4.799 -2.693 -3.034
Cl 1.6508 -1.2488 -1.8910 -1.652 1.731 0.756
C 3.6711 -1.1520 1.3754 0.227 0.199 -0.208
C 2.3069 -1.1992 2.0667 1.009 -1.457 -0.660
P 0.8820 -0.3792 1.2720 0.706 1.128 1.942
C -0.4034 -0.8374 2.4744 -1.243 -0.548 -0.530
C -0.1706 -0.7483 3.9874 0.559 -0.098 0.394
C 1.4578 1.3615 1.4227 -0.007 0.401 -0.753
C 2.0296 1.8878 2.7685 0.171 0.164 0.381
H 3.6399 -1.5625 0.3606 0.012 -0.021 0.206
H 4.4197 -1.7282 1.9451 -0.439 0.188 -0.161
H 4.0507 -0.1277 1.3111 -0.001 -0.092 -0.006
H 2.0376 -2.2474 2.2441 -0.129 0.113 -0.086
H 2.4021 -0.7478 3.0678 -0.502 0.171 -0.403
H -1.3402 -0.3522 2.1903 -0.028 0.008 0.146
H -0.5570 -1.9120 2.2458 -0.040 0.337 -0.029
H 0.0030 0.2523 4.3893 -0.056 -0.080 -0.290
H -1.0283 -1.1685 4.5267 0.020 0.127 -0.382
H 0.6750 -1.3828 4.2588 -0.049 0.138 0.104
H 2.3176 1.4224 0.7105 -0.590 0.059 0.117
H 0.6522 2.0389 1.0736 0.295 0.050 0.054
H 2.9260 1.3158 3.0603 -0.426 0.214 -0.120
H 2.3706 2.9246 2.5901 -0.248 -0.479 0.110
H 1.3165 1.8968 3.6141 0.280 -0.062 -0.632
```
Positions in Å, forces in eV/Å.

=====

3.
Entry from OMol25: the molecule C5H8S in a non-equilibrium geometry (ωB97M-V with the def2-TZVPD basis set).

SMILES: C=C1CCCS1
LUMO: 0.9836 eV
frontier orbital gap: 9.108 eV
energy relative to the best compared isomer or geometry (same formula, charge and spin): 18.8 kcal per mole
F_max: 0.058 hartree/bohr

XYZ file:
```
14
Properties=species:S:1:pos:R:3:forces:R:3
C -0.1357 -0.3464 -2.2728 0.069 -1.029 -0.689
C 0.0610 -0.1992 -0.9700 -0.898 0.245 0.371
C 1.3535 0.0054 -0.3055 0.898 -1.330 2.199
C 1.2066 0.4441 1.2226 -2.140 0.296 -2.079
C -0.2076 -0.0845 1.7481 1.618 -0.043 -2.041
S -1.2205 0.0815 0.1654 -0.980 -0.181 1.572
H 0.7081 -0.4794 -2.9723 -0.437 0.271 0.518
H -1.1234 -0.5802 -2.6720 0.218 0.350 0.091
H 1.7877 0.6740 -0.9968 1.532 1.013 -0.029
H 1.9169 -0.9481 -0.2545 -0.137 0.445 -0.488
H 1.2381 1.5326 1.3081 -0.290 -0.032 -0.091
H 1.9740 0.0977 1.8371 1.429 -0.874 0.791
H -0.1641 -1.1725 2.0647 -0.187 1.518 -0.116
H -0.4767 0.6561 2.5041 -0.694 -0.649 -0.009
```
Positions in Å, forces in eV/Å.

=====

4.
Entry from OMol25: a cluster of 2 separate species, C6H10S in total in a non-equilibrium geometry (ωB97M-V with the def2-TZVPD basis set).

LUMO (spin up / spin down): 0.0032 / 0.2319 eV
frontier orbital gap (spin up / spin down): 7.509 / 7.833 eV
energy relative to the best compared isomer or geometry (same formula, charge and spin): 140.4 kcal per mole
F_max: 0.065 hartree/bohr

XYZ file:
```
17
Properties=species:S:1:pos:R:3:forces:R:3
C 2.2603 -1.7791 1.0674 -0.863 0.100 -2.538
C 2.1429 -0.5854 0.4857 1.699 -0.229 2.111
C -0.1475 1.9290 -0.0745 0.825 1.617 0.350
C -1.3801 1.6161 -0.9482 2.399 0.237 -2.173
C -0.4544 0.5823 -0.4595 -0.606 -0.995 0.623
C -2.1250 -1.3856 -0.3639 2.331 -0.721 2.277
S -0.6957 -0.8467 0.3776 -2.373 0.260 -1.622
H 1.9437 -2.6784 0.5154 0.059 0.471 0.206
H 2.5917 -1.9833 2.0248 0.815 0.056 1.846
H 1.7552 -0.4623 -0.4695 -0.421 -0.005 -1.572
H 0.8567 2.2206 -0.4826 -1.292 0.571 0.283
H -0.5161 2.4419 0.8562 1.023 -0.875 -0.560
H -2.2267 1.7194 -0.3856 -2.385 0.243 1.329
H -1.5190 1.9893 -1.9892 0.529 -0.677 0.725
H 2.4757 0.3446 0.9609 -0.164 -0.411 0.072
H -2.6137 -0.7216 -0.9928 -1.048 0.709 -1.078
H -2.3480 -2.4008 -0.1221 -0.529 -0.352 -0.280
```
Positions in Å, forces in eV/Å.

=====

5.
Entry from OMol25: a cluster of 6 separate species, C8H30N2O6 in total in a non-equilibrium geometry (ωB97M-V with the def2-TZVPD basis set).

SMILES: COC[C@H](C)N.COC[C@H](C)N.O.O.O.O
LUMO: 0.3368 eV
frontier orbital gap: 9.574 eV
energy relative to the best compared isomer or geometry (same formula, charge and spin): 3.9 kcal per mole
F_max: 0.029 hartree/bohr

XYZ file:
```
46
Properties=species:S:1:pos:R:3:forces:R:3
C -1.8138 -1.6954 -0.3610 0.574 -0.314 0.486
O -2.4597 -0.9460 -1.3493 -0.728 0.291 0.121
C -3.0101 -1.7399 -2.3885 0.551 0.429 0.078
C -3.6069 -0.8297 -3.4426 0.153 0.217 -1.125
C -4.1483 -1.6032 -4.6548 0.149 -0.019 0.325
N -2.6618 0.1497 -3.9849 0.753 0.502 0.324
H -1.6787 -1.0848 0.5307 -0.040 0.216 -0.142
H -0.8149 -2.0223 -0.6744 -0.045 -0.019 -0.114
H -2.3580 -2.5895 -0.0325 -0.243 0.045 -0.254
H -2.1486 -2.2755 -2.8134 -0.404 -0.451 -0.257
H -3.7788 -2.4142 -1.9947 0.153 -0.186 0.015
H -4.4223 -0.2175 -3.0544 -0.053 -0.252 0.487
H -4.7224 -0.9245 -5.2817 0.029 0.003 -0.055
H -4.7808 -2.4536 -4.3979 0.007 0.033 0.146
H -3.3016 -1.9724 -5.2368 -0.046 -0.103 -0.067
H -1.9344 -0.2438 -4.5766 -0.385 -0.439 -0.120
H -2.1152 0.5734 -3.2374 -0.409 0.066 0.130
C 2.3565 4.4293 -0.8159 -0.516 0.087 0.345
O 2.2043 3.1274 -0.2860 -0.508 0.050 -0.375
C 1.7184 3.1165 1.0376 0.178 -0.745 -0.257
C 1.3203 1.6853 1.3927 0.963 0.012 0.603
C 0.8664 1.6729 2.8361 -1.288 -0.066 0.142
N 2.5038 0.7680 1.3015 0.135 1.395 -0.572
H 1.4585 5.0394 -0.6554 -0.036 -0.090 0.239
H 2.4406 4.3675 -1.8971 0.554 -0.154 0.031
H 3.1895 4.9212 -0.3101 0.204 0.194 -0.368
H 2.5416 3.4098 1.7036 -0.205 0.267 0.222
H 0.8437 3.7601 1.1764 0.120 0.242 -0.104
H 0.5211 1.3473 0.7306 0.140 -0.116 -0.047
H -0.1462 2.0958 2.8623 0.191 0.095 0.266
H 1.4962 2.2364 3.5263 0.176 0.093 -0.227
H 0.7622 0.6660 3.2339 0.110 -0.125 -0.122
H 3.0001 1.0583 0.4489 -0.304 -0.432 -0.042
H 3.1237 1.1662 2.0126 0.013 -0.547 0.189
O 4.6887 -1.2460 1.9456 -0.127 0.143 -0.122
H 5.3763 -0.6196 1.6967 -0.028 -0.098 -0.008
H 3.8767 -0.9056 1.5348 0.177 -0.148 0.189
O 2.0782 -4.1157 2.8721 -0.102 0.235 0.066
H 1.7728 -3.2509 2.5287 0.250 -0.300 -0.078
H 3.0364 -4.0344 2.9132 -0.066 0.038 -0.018
O 1.1342 -1.7735 1.6271 -0.158 0.462 -0.017
H 0.2687 -1.5701 2.0209 0.239 0.029 -0.302
H 1.5606 -0.8998 1.4709 -0.020 -0.475 0.153
O -1.1813 -1.1899 3.0974 -0.150 -0.205 0.421
H -0.9231 -1.8810 3.7247 -0.044 0.135 -0.068
H -2.1325 -1.0913 3.2205 0.083 0.008 -0.116
```
Positions in Å, forces in eV/Å.

=====

6.
Entry from OMol25: a cluster of 2 separate species, C6H12N2 in total in a non-equilibrium geometry (ωB97M-V with the def2-TZVPD basis set).

SMILES: Cc1c[nH]cn1.CC
LUMO: 0.9554 eV
frontier orbital gap: 9.559 eV
energy relative to the best compared isomer or geometry (same formula, charge and spin): 51.0 kcal per mole
F_max: 0.165 hartree/bohr

XYZ file:
```
20
Properties=species:S:1:pos:R:3:forces:R:3
C -1.7085 0.5602 1.7153 2.336 -2.640 3.607
C -0.3497 1.0971 1.3916 1.051 2.143 -0.538
C 0.7904 0.3886 1.3937 1.385 0.748 1.067
N 1.8127 1.2990 1.2890 0.515 2.248 -2.290
C 1.3312 2.6176 0.9727 -3.370 -6.942 3.547
N 0.0553 2.5252 1.2371 -2.642 -1.054 -1.572
H -1.7618 0.7291 2.8671 -0.382 -0.517 -1.753
H -1.8896 -0.5912 1.5351 0.798 2.361 0.179
H -2.4681 1.0776 1.3203 -2.796 1.945 -1.693
H 1.0834 -0.6139 1.6874 -0.513 0.038 -0.326
H 2.7175 1.1740 1.6216 1.749 -0.682 0.113
H 1.8480 3.4781 0.8697 1.868 2.333 -0.368
C -0.3508 -2.4433 -2.0694 -2.661 0.543 -0.195
C -0.0155 -1.0073 -2.3206 -0.090 0.885 -2.026
H -0.1123 -2.7414 -1.0819 -0.751 -0.185 1.447
H -1.3894 -2.6935 -2.4848 0.945 0.446 1.558
H 0.1684 -3.1700 -2.5752 2.029 -1.112 -1.950
H 0.9967 -0.8361 -2.6226 0.895 -0.236 -0.265
H -0.6087 -0.6029 -3.1573 0.154 -0.300 0.041
H -0.1492 -0.2471 -1.5889 -0.520 -0.021 1.419
```
Positions in Å, forces in eV/Å.

=====

Number 1: total energy -1320.84217 Ha, M 336.35 g/mol. Number 2: total energy -2799.53270 Ha, M 447.51 g/mol. Number 3: total energy -593.45834 Ha, M 100.19 g/mol. Number 4: total energy -632.58567 Ha, M 114.21 g/mol. Number 5: total energy -883.71442 Ha, M 250.34 g/mol. Number 6: total energy -345.24655 Ha, M 112.18 g/mol.